Formula: C5H36NO13
Source: the Open Molecules 2025 dataset
Level of theory: ωB97M-V/def2-TZVPD

Properties
- total charge = -1
- energy above the lowest of the compared OMol25 structures with the same formula, charge and spin (kcal per mole) = 71.1
- largest force on an atom (hartree/bohr) = 0.048

CARTESIAN COORDINATES (ANGSTROEM)
C: -2.74458 -0.87518 0.42157
C: -1.79806 0.23456 0.01601
C: -0.44698 0.20783 0.85389
C: 0.55139 1.38338 0.60731
C: 0.66035 2.14120 1.91553
O: -0.56858 2.68523 2.37838
N: -1.51991 0.28294 -1.38382
H: -3.26600 -0.60427 1.34938
H: -3.33808 -1.25274 -0.41453
H: -2.18824 -1.76676 0.75666
H: -2.07579 1.24306 0.42103
H: -0.89076 0.30751 1.84555
H: 0.04697 -0.74550 0.63624
H: 0.12361 2.03203 -0.15496
H: 1.58359 1.03484 0.40840
H: 1.16110 1.54776 2.68653
H: 1.35614 2.98693 1.90507
H: -0.59735 0.03288 -1.66553
H: -2.25630 -0.00400 -1.97724
H: -1.25113 2.78253 1.70840
H: -2.39139 3.24528 -1.00334
O: -1.52682 3.52080 -1.31087
H: -1.23417 -2.62255 -2.11846
H: -1.53213 -1.60771 -3.13591
O: -1.98651 -2.29762 -2.64613
H: 3.98167 0.35419 -0.82231
H: 3.31173 0.68920 0.33048
O: 3.56596 1.16093 -0.48037
H: -1.03994 1.90771 3.83034
H: -2.08360 0.99547 4.50959
O: -1.30418 1.52744 4.69982
H: 2.36639 -1.21957 -2.56678
H: 2.93601 0.19949 -2.50137
O: 2.74629 -0.50722 -3.13222
H: 0.23954 -0.89690 -2.97010
H: 1.08959 -3.05008 -2.62849
O: 0.76584 -2.22337 -2.25806
H: -3.18838 0.71338 -3.44382
H: -1.29550 2.81290 -1.94833
O: -2.53149 1.40350 -3.51914
H: 0.74656 -2.84537 -0.87203
H: -0.23042 -3.30210 0.34340
O: 0.67058 -3.35644 0.02166
H: 3.25655 -0.91980 1.92784
H: 2.64105 -0.05362 3.02178
O: 3.47026 -0.19497 2.55454
H: -0.23508 -0.12453 4.98836
H: 0.06729 -1.54250 4.26290
O: -0.37569 -1.07916 4.97155
H: 0.70434 0.28299 -3.94894
H: -1.72351 0.87925 -3.50237
O: -0.05390 -0.11351 -3.52055
H: 2.92038 -2.41158 0.27079
H: 1.95088 -1.50967 -0.11211
O: 2.76043 -1.46849 0.39478

Cartesian forces, eV/Å:
0.545 -0.583 0.996
2.139 1.083 0.586
-0.752 -0.408 -1.249
-0.577 -0.599 1.190
0.976 1.186 -0.361
-0.357 -0.182 0.936
0.270 0.941 1.907
-0.567 0.031 -0.523
-0.393 0.461 0.296
0.258 0.161 -0.315
-1.174 -0.335 -0.671
0.726 -0.620 0.451
-0.137 -0.110 0.578
0.487 0.120 -0.268
-1.119 0.254 -0.491
-0.848 -0.504 0.266
0.032 0.103 -0.754
0.023 -0.171 -0.071
-0.132 -0.519 -0.001
0.398 -0.122 -0.471
-0.214 -0.119 -0.060
0.408 -0.225 -0.344
-0.074 0.072 -0.228
-0.017 0.020 -0.395
-0.263 -0.445 0.153
0.396 0.383 -0.725
-0.138 0.817 0.522
0.379 -1.200 0.205
-0.187 0.091 0.263
0.068 -0.054 0.049
0.092 0.069 -0.102
-0.380 0.231 -0.555
-0.099 0.078 -0.147
0.474 -0.045 0.509
0.791 -0.160 -0.737
-0.111 0.137 -0.427
0.544 -0.137 0.889
-0.601 0.019 -0.164
-0.311 0.284 0.460
-0.505 0.403 -0.822
-0.773 -0.276 0.199
-0.084 0.128 -0.163
0.574 -0.011 0.048
-0.012 0.528 0.272
0.062 0.015 0.086
-0.052 -0.182 0.020
0.067 0.064 -0.597
0.276 0.493 -0.265
-0.443 -0.692 0.814
0.417 -0.376 0.114
0.821 0.126 -0.199
-0.874 0.228 -0.295
0.626 -0.332 0.495
-1.080 0.794 -0.242
0.422 -0.914 -0.660

Löwdin analysis output, partial charges in e: -0.052 -0.436 -0.127 -0.133 -0.246 -0.088 0.040 0.074 0.072 0.069 0.108 0.097 0.092 0.100 0.079 0.105 0.122 0.048 0.033 0.092 0.021 -0.076 0.014 -0.012 -0.083 0.030 -0.010 -0.076 -0.001 0.041 -0.081 0.003 0.007 -0.086 -0.022 0.010 -0.354 0.030 0.025 -0.072 -0.041 0.005 -0.142 -0.004 0.014 -0.076 -0.005 0.019 -0.075 0.045 -0.015 -0.116 0.075 0.014 -0.055

Formula: C9H4BaCl5F3NO2
Source: the Open Molecules 2025 dataset
Level of theory: ωB97M-V/def2-TZVPD

Properties
- total charge = -1
- energy above the lowest of the compared OMol25 structures with the same formula, charge and spin (kcal per mole) = 26.3
- largest force on an atom (hartree/bohr) = 0.090

CARTESIAN COORDINATES (ANGSTROEM)
Ba: 0.73544 0.48093 0.36398
N: -1.23153 -2.42861 -0.90354
C: -0.61361 -3.31779 0.09315
C: 0.83427 -2.92297 0.35214
O: 1.68352 -3.77845 0.49331
O: 1.01436 -1.62322 0.41610
H: -2.19860 -2.67471 -1.06441
H: -0.75911 -2.51293 -1.79507
H: -0.62971 -4.37813 -0.14888
H: -1.15396 -3.17445 1.03266
Cl: -1.93428 0.79846 -2.35330
C: -1.55030 2.44091 -1.80133
C: -0.60672 2.55527 -0.80481
C: -0.33698 3.85053 -0.40961
Cl: 0.88074 4.07178 0.85032
C: -0.95789 4.97588 -0.95342
Cl: -0.57263 6.57754 -0.40935
C: -1.90898 4.79788 -1.95981
Cl: -2.70326 6.16450 -2.66305
C: -2.21341 3.50960 -2.39635
Cl: -3.39136 3.27459 -3.65226
F: 3.27240 2.22418 2.40713
C: 2.20577 1.32352 2.59329
F: 2.82342 0.33406 3.37736
F: 1.44653 2.00137 3.57306

Cartesian forces, eV/Å:
-0.038 3.183 0.318
0.096 -0.091 0.180
-0.293 0.295 -0.145
0.091 0.669 0.051
0.099 -0.013 0.003
0.530 -4.583 -0.033
-0.065 -0.016 0.054
0.044 -0.011 -0.022
-0.035 -0.141 -0.118
0.003 -0.071 0.036
-0.024 0.070 -0.036
-0.013 0.001 -0.004
-0.525 0.641 -0.511
-0.018 0.153 -0.061
-0.144 -0.001 -0.143
0.062 0.040 0.076
-0.019 -0.116 -0.031
0.030 0.006 0.037
0.038 -0.056 0.035
-0.090 -0.052 -0.100
0.102 0.026 0.111
-0.159 -0.088 -0.151
0.527 0.199 0.889
-0.130 0.030 -0.217
-0.068 -0.073 -0.218

Löwdin analysis output, partial charges in e: 1.897 -0.012 -0.201 -0.656 0.047 -0.603 0.061 0.068 0.105 0.117 0.574 -0.731 -0.410 -0.725 0.635 -0.707 0.637 -0.711 0.639 -0.712 0.626 -0.109 -0.626 -0.090 -0.113

Formula: C4H8S2
Source: the Open Molecules 2025 dataset
Level of theory: ωB97M-V/def2-TZVPD

Properties
- energy above the lowest of the compared OMol25 structures with the same formula, charge and spin (kcal per mole) = 32.2
- largest force on an atom (hartree/bohr) = 0.047
- structure (SMILES) = CS/C=C\SC

CARTESIAN COORDINATES (ANGSTROEM)
C: -1.98494 -0.37775 1.10559
S: -1.54949 -0.44414 -0.62541
C: -0.65837 1.07407 -0.66647
C: 0.53152 1.29743 -0.13507
S: 1.49166 0.10817 0.72224
C: 2.07059 -0.99888 -0.63783
H: -1.12038 -0.48026 1.71275
H: -2.66192 -1.25057 1.33267
H: -2.55018 0.57235 1.37492
H: -1.19184 1.94867 -1.03377
H: 1.00984 2.30564 -0.33841
H: 1.26118 -1.45500 -1.24135
H: 2.67643 -0.49058 -1.37576
H: 2.67590 -1.80914 -0.19411

Cartesian forces, eV/Å:
-2.328 0.050 0.694
-0.071 -0.011 -0.208
-0.471 0.597 0.188
1.040 1.162 -0.908
0.642 -0.811 -0.382
-0.385 -0.505 -0.320
0.779 0.031 0.525
0.620 0.872 -0.341
0.730 -1.167 -0.435
0.063 -0.214 -0.442
-0.690 -1.169 0.656
0.063 0.233 0.809
0.354 0.456 0.172
-0.346 0.475 -0.007

Löwdin analysis output, partial charges in e: -0.439 0.787 -0.540 -0.548 0.787 -0.388 -0.016 0.051 0.067 0.066 0.088 0.026 0.025 0.036

Formula: C24H37BO4P
Source: the Open Molecules 2025 dataset
Level of theory: ωB97M-V/def2-TZVPD

Properties
- total charge = -1
- largest force on an atom (hartree/bohr) = 0.030

CARTESIAN COORDINATES (ANGSTROEM)
C: 3.45492 0.65535 2.59720
C: 2.37064 0.31346 2.19129
C: 1.07231 -0.05430 1.61251
P: 1.12350 -1.54604 0.31969
C: 2.24944 -2.49240 1.59150
C: 1.93127 -3.00423 2.79310
C: 1.34335 -3.18051 -0.77676
C: 2.69032 -3.58147 -1.18706
C: 3.84342 -3.72609 -1.51356
C: 2.65079 -0.67267 -0.53782
O: 2.32425 0.72304 -0.72556
C: 3.44943 1.55031 -0.90220
C: 2.98947 2.77538 -1.72018
O: 3.42945 4.00562 -1.16319
C: 2.44264 4.71407 -0.44113
C: 2.87299 4.89309 1.03803
C: -0.53454 -2.36256 0.97254
C: -1.88445 -1.67936 1.22984
C: -2.01618 -0.41772 2.07235
O: -2.69075 -1.59465 0.02006
C: -4.06637 -1.62647 0.23926
C: -4.77686 -0.43258 -0.36500
C: -4.12056 0.77783 -0.51978
C: -4.73759 1.89901 -1.05912
C: -6.06892 1.81447 -1.44135
C: -6.74596 0.61639 -1.26207
C: -6.11590 -0.50023 -0.74287
B: 0.13138 -0.55126 -1.08648
C: 0.22546 -0.84326 -2.66343
O: -0.71065 0.52709 -0.80676
H: 4.28368 1.25709 2.88300
H: 0.54610 -0.45294 2.48435
H: 0.63829 0.88122 1.25979
H: 3.30399 -2.58414 1.32428
H: 2.38931 -3.93316 3.13142
H: 1.24074 -2.50047 3.46791
H: 0.62959 -3.28292 -1.59764
H: 1.07369 -3.99155 -0.08669
H: 4.84789 -4.05807 -1.61513
H: 2.79665 -1.03132 -1.56588
H: 3.61869 -0.82006 -0.04844
H: 3.75260 1.93847 0.07759
H: 4.26660 1.03287 -1.40999
H: 1.91303 2.73497 -1.89196
H: 3.45865 2.70355 -2.70852
H: 2.31532 5.71606 -0.86555
H: 1.46805 4.22484 -0.47675
H: 3.01822 5.95172 1.26172
H: 2.06216 4.56127 1.68804
H: 3.78600 4.34241 1.24194
H: -0.82825 -3.00034 0.12557
H: -0.39435 -3.11576 1.75272
H: -2.44886 -2.41712 1.82817
H: -3.05482 -0.17674 2.31200
H: -1.53095 0.46230 1.65689
H: -1.52727 -0.61564 3.03077
H: -4.47245 -2.54380 -0.20984
H: -4.35803 -1.65118 1.29673
H: -3.08750 0.84728 -0.20040
H: -4.14804 2.79940 -1.16955
H: -6.56210 2.67871 -1.86747
H: -7.78718 0.58515 -1.56194
H: -6.67254 -1.42164 -0.61272
H: 0.29377 0.08520 -3.23856
H: 1.06528 -1.48068 -2.94386
H: -0.68384 -1.36917 -2.98640
H: -1.33837 0.64490 -1.52865

Cartesian forces, eV/Å:
-0.248 0.518 -0.058
-0.056 0.037 -0.697
0.729 -0.064 1.045
0.547 1.358 0.315
0.043 0.389 0.783
0.153 0.173 -0.496
0.493 -1.412 0.257
-0.200 1.024 -0.378
-0.032 -0.591 0.305
0.316 -0.184 -0.746
0.294 -0.389 0.235
-1.100 0.824 0.223
0.928 -0.458 -0.637
-0.556 0.051 -0.274
0.366 0.372 0.904
-0.716 0.297 -0.327
-0.609 -0.318 -0.733
-1.157 -0.479 0.937
0.592 0.212 0.241
0.622 0.304 0.085
-0.518 0.038 -0.353
-0.171 0.036 -0.107
0.562 0.186 0.130
-0.068 -0.433 0.082
0.328 0.182 0.071
-0.388 0.303 -0.264
0.114 -0.035 0.132
-0.377 0.652 -0.765
0.080 -0.437 0.215
-0.073 -0.498 0.468
0.193 -0.347 0.151
-0.471 0.131 -0.232
-0.335 -0.170 -0.050
-0.332 -1.097 -0.826
0.686 0.567 0.617
-0.856 -0.685 -0.383
0.082 0.297 -0.119
-0.239 0.173 0.071
0.027 0.150 -0.206
-0.046 -0.393 0.162
-0.092 0.332 0.291
0.409 -0.254 -0.027
0.040 -0.105 0.112
-0.083 0.064 0.328
-0.083 0.159 -0.012
0.062 -0.121 -0.291
0.088 -0.210 -0.153
0.237 -0.041 0.024
0.225 -0.212 0.158
-0.029 -0.078 0.048
0.169 0.065 -0.052
0.225 0.347 0.262
0.186 -0.105 0.028
-0.081 -0.091 -0.213
-0.053 -0.052 -0.211
-0.026 0.014 0.000
-0.054 0.037 0.006
0.354 -0.097 0.109
0.018 -0.085 -0.048
-0.163 0.126 -0.046
-0.108 -0.053 -0.014
-0.015 -0.206 0.059
0.023 -0.045 -0.058
-0.031 0.052 0.059
-0.007 0.034 -0.030
-0.014 0.032 0.014
0.197 0.206 -0.122

Löwdin analysis output, partial charges in e: 0.066 -0.217 -0.266 0.697 -0.261 -0.090 -0.295 -0.226 0.064 -0.288 -0.235 -0.177 -0.173 -0.157 -0.265 -0.066 -0.211 -0.382 -0.055 -0.130 -0.196 -0.180 -0.030 -0.077 -0.109 -0.108 -0.053 -0.522 -0.040 0.052 0.005 0.057 0.077 0.067 0.032 0.041 0.075 0.074 0.000 0.074 0.084 0.110 0.121 0.120 0.115 0.104 0.110 0.056 0.066 0.068 0.074 0.071 0.124 0.073 0.062 0.081 0.129 0.126 0.094 0.101 0.093 0.094 0.108 0.057 0.043 0.064 0.078

Record-wise gap between HOMO and LUMO values, in eV: 8.50, 7.48, 9.21, 6.17
Record-wise LUMO energy values, in eV: 2.64, 2.18, 0.56, 2.65
Record-wise DFT total energy values, in hartree: -1245.01314, -3176.75122, -953.53534, -1603.58169